(1)
ORCA calculation (ωB97M-V with the def2-TZVPD basis set) on a 3-piece molecular cluster, C34H29N2O7P overall at a distorted geometry.

The geometry in XYZ format:
```
73
C34H29N2O7P, DFT ωB97M-V with the def2-TZVPD basis set
O -1.66 -3.02 -5.61
C -1.66 -2.94 -4.40
C -1.15 -1.72 -3.71
C -0.68 -0.66 -4.47
C -0.23 0.49 -3.85
C -0.25 0.59 -2.46
C -0.70 -0.47 -1.70
C -1.15 -1.63 -2.32
C -1.62 -2.77 -1.49
O -1.57 -2.71 -0.27
C -2.15 -3.98 -2.17
C -2.63 -5.04 -1.41
C -3.16 -6.16 -2.04
C -3.21 -6.22 -3.43
C -2.72 -5.17 -4.19
C -2.19 -4.05 -3.57
H -0.67 -0.73 -5.55
H 0.14 1.32 -4.44
H 0.09 1.49 -1.98
H -0.72 -0.40 -0.62
H -2.59 -4.99 -0.33
H -3.53 -6.98 -1.44
H -3.63 -7.09 -3.91
H -2.76 -5.22 -5.27
O 1.86 3.62 -2.63
C 2.77 4.43 -2.57
C 2.58 5.73 -1.88
C 1.35 6.02 -1.29
C 1.17 7.22 -0.62
C 2.21 8.13 -0.54
C 3.43 7.86 -1.14
C 3.62 6.66 -1.82
C 4.93 6.39 -2.47
O 5.81 7.22 -2.45
C 5.12 5.08 -3.14
C 6.35 4.79 -3.72
C 6.56 3.56 -4.32
C 5.54 2.61 -4.34
C 4.31 2.89 -3.76
C 4.10 4.13 -3.17
H 0.55 5.30 -1.36
H 0.22 7.44 -0.16
H 2.07 9.06 0.00
H 4.24 8.57 -1.08
H 7.14 5.53 -3.70
H 7.52 3.33 -4.77
H 5.71 1.64 -4.80
H 3.52 2.16 -3.78
C -4.18 -3.47 7.66
O -5.00 -2.90 6.64
C -4.34 -2.78 5.42
P -3.01 -1.47 5.52
C -1.79 -2.07 4.26
C -0.58 -2.66 5.00
O -0.09 -1.70 5.94
C 0.56 -3.05 4.07
N 0.20 -3.84 2.91
O -3.71 -0.04 4.83
C -3.65 0.93 5.67
N -3.86 1.83 6.38
H -3.63 -2.69 8.17
H -4.82 -4.01 8.34
H -3.45 -4.17 7.23
H -5.06 -2.52 4.65
H -3.82 -3.69 5.12
H -2.25 -2.87 3.68
H -1.48 -1.28 3.57
H -0.88 -3.51 5.61
H 0.58 -1.16 5.51
H 1.14 -2.18 3.76
H 1.24 -3.66 4.66
H 0.19 -4.83 3.09
H -0.65 -3.53 2.46
```

Results
HOMO-LUMO gap, eV: 7.93
E_HOMO, eV: -9.1
2S+1: 1
SMILES string: O=C1c2ccccc2C(=O)c2ccccc21.O=C1c2ccccc2C(=O)c2ccccc21.COCP(C[C@H](O)CN)OC#N

***

(2)
ORCA calculation (ωB97M-V with the def2-TZVPD basis set) on C34H29N4O6PtS2 as an isolated structure.

The geometry in XYZ format:
```
76
C34H29N4O6PtS2, DFT ωB97M-V with the def2-TZVPD basis set
Pt -0.07 -0.19 -0.59
O 0.32 -0.10 3.52
C 0.53 -1.43 3.60
C 1.45 -1.97 4.51
C 1.64 -3.33 4.57
C 0.94 -4.19 3.73
C 0.04 -3.67 2.83
C -0.18 -2.29 2.75
C -1.12 -1.82 1.72
O -1.59 -2.50 0.84
N -1.61 -0.47 1.88
N -1.31 0.34 0.99
C -1.89 1.62 1.28
C -1.73 2.83 0.72
C -2.37 3.92 1.46
C -2.09 5.20 1.20
C -1.15 5.54 0.15
C -0.58 4.61 -0.62
C -0.91 3.20 -0.47
O -0.58 2.38 -1.32
H 0.95 0.37 4.08
H 2.00 -1.30 5.16
H 2.35 -3.73 5.28
H 1.10 -5.26 3.79
H -0.51 -4.31 2.15
H -2.49 1.54 2.17
H -3.05 3.65 2.26
H -2.55 5.99 1.78
H -0.93 6.59 -0.03
H 0.08 4.86 -1.44
O -3.11 0.22 -1.13
S -1.98 -0.43 -1.81
C -2.39 -2.14 -2.08
C -3.74 -2.45 -2.09
C -4.12 -3.76 -2.32
C -3.16 -4.74 -2.53
C -1.81 -4.41 -2.50
C -1.41 -3.10 -2.27
C -1.93 0.21 -3.47
C -2.74 1.30 -3.74
C -2.75 1.83 -5.02
C -1.95 1.27 -6.01
C -1.15 0.17 -5.73
C -1.14 -0.37 -4.45
H -4.47 -1.68 -1.91
H -5.17 -4.03 -2.33
H -3.46 -5.77 -2.71
H -1.06 -5.18 -2.65
H -0.36 -2.86 -2.21
H -3.35 1.72 -2.95
H -3.38 2.68 -5.25
H -1.96 1.68 -7.01
H -0.54 -0.28 -6.50
H -0.53 -1.24 -4.24
O 1.29 2.00 1.15
C 1.83 0.91 1.32
O 1.50 -0.19 0.69
C 2.96 0.74 2.29
C 3.56 -0.50 2.49
C 4.58 -0.63 3.41
C 5.01 0.47 4.14
C 4.41 1.71 3.94
C 3.38 1.84 3.02
H 3.21 -1.36 1.92
H 5.05 -1.60 3.57
H 5.81 0.37 4.86
H 4.74 2.57 4.51
H 2.90 2.80 2.85
N 3.87 0.21 -1.97
C 2.58 0.49 -1.99
N 2.16 1.74 -1.90
S 1.46 -0.83 -2.23
H 4.57 0.93 -1.86
H 4.16 -0.75 -1.92
H 2.78 2.45 -1.54
H 1.16 1.91 -1.80
```

Results
HOMO-LUMO gap (spin up / spin down), eV: 7.00 / 7.00
E_HOMO (spin up / spin down), eV: -11.2 / -11.2
2S+1: 1
Relative energy (zero: lowest compared OMol25 entry of this formula, charge and spin), eV: 0.297
Net charge: +1

***

(3)
ORCA calculation (ωB97M-V with the def2-TZVPD basis set) on C34H30AsCdN3O4PSSe as an isolated structure.

The geometry in XYZ format:
```
76
C34H30AsCdN3O4PSSe, DFT ωB97M-V with the def2-TZVPD basis set
Cd 0.33 0.78 -0.60
C 0.94 -0.28 7.19
C 0.98 1.02 6.71
C 0.81 1.26 5.35
C 0.59 0.21 4.46
C 0.55 -1.09 4.96
C 0.73 -1.34 6.31
P 0.36 0.43 2.65
C 0.16 2.24 2.48
C -1.08 2.77 2.86
C -1.35 4.12 2.71
C -0.40 4.96 2.14
C 0.83 4.44 1.74
C 1.11 3.09 1.93
C 2.02 0.12 1.97
C 3.15 -0.18 2.72
C 4.36 -0.41 2.07
C 4.42 -0.31 0.68
C 3.29 0.01 -0.05
C 2.06 0.22 0.58
H 1.08 -0.48 8.25
H 1.14 1.85 7.38
H 0.85 2.28 4.98
H 0.37 -1.92 4.28
H 0.70 -2.36 6.68
H -1.84 2.12 3.27
H -2.31 4.52 3.01
H -0.61 6.01 1.98
H 1.56 5.07 1.27
H 2.06 2.69 1.59
H 3.10 -0.24 3.80
H 5.24 -0.65 2.64
H 5.36 -0.48 0.17
H 3.36 0.10 -1.13
O -0.45 1.22 -7.72
C -0.34 0.12 -7.14
O -0.41 -1.04 -7.59
C -0.07 0.21 -5.62
C -0.16 -0.93 -4.83
C 0.03 -0.82 -3.47
N 0.29 0.34 -2.86
C 0.40 1.45 -3.61
C 0.23 1.41 -4.99
C 0.62 2.77 -2.87
O 1.04 3.73 -3.50
O 0.29 2.76 -1.63
H -0.37 -1.87 -5.31
H -0.05 -1.68 -2.81
H 0.31 2.32 -5.57
Se -2.69 -0.15 1.24
N -1.97 0.66 -0.19
C -2.97 1.10 -0.94
C -2.82 1.82 -2.18
C -3.93 2.18 -2.84
C -5.26 1.88 -2.35
C -5.45 1.21 -1.19
C -4.29 0.80 -0.44
N -4.34 0.11 0.68
H -1.83 2.07 -2.53
H -3.84 2.71 -3.78
H -6.11 2.19 -2.94
H -6.43 0.97 -0.81
C 1.31 -5.56 0.02
As 0.33 -4.35 -1.10
C -1.20 -5.35 -1.71
C 1.43 -4.15 -2.67
S -0.11 -2.55 -0.18
H 1.48 -6.51 -0.50
H 0.73 -5.73 0.93
H 2.25 -5.09 0.28
H -0.88 -6.30 -2.13
H -1.71 -4.75 -2.46
H -1.86 -5.51 -0.86
H 1.67 -5.12 -3.09
H 2.33 -3.61 -2.38
H 0.88 -3.55 -3.40
```

Results
HOMO-LUMO gap, eV: 6.11
E_HOMO, eV: -5.1
2S+1: 1
Relative energy (zero: lowest compared OMol25 entry of this formula, charge and spin), eV: 0.069
Net charge: -1

***

(4)
ORCA calculation (ωB97M-V with the def2-TZVPD basis set) on C34H30Cl2N5O3PS3V as an isolated structure.

The geometry in XYZ format:
```
79
C34H30Cl2N5O3PS3V, DFT ωB97M-V with the def2-TZVPD basis set
V -0.57 -0.40 0.73
Cl 0.88 -0.51 2.72
C 0.97 1.15 3.33
C 1.92 1.41 4.29
C 2.03 2.70 4.78
C 1.19 3.68 4.29
C 0.25 3.38 3.32
Cl -0.77 4.66 2.75
C 0.11 2.09 2.78
S -1.05 1.74 1.51
H 2.58 0.62 4.64
H 2.78 2.94 5.52
H 1.26 4.70 4.65
N -3.58 -0.69 -0.34
P -2.16 -0.01 -1.01
C -2.08 -0.73 -2.68
C -3.06 -0.48 -3.64
C -2.97 -1.06 -4.90
C -1.89 -1.88 -5.21
C -0.90 -2.12 -4.27
C -1.00 -1.55 -3.00
C -2.66 1.69 -1.41
C -3.76 2.31 -0.85
C -4.02 3.65 -1.11
C -3.16 4.37 -1.93
C -2.04 3.76 -2.47
C -1.79 2.43 -2.21
C -3.59 -1.24 0.92
C -4.76 -1.79 1.45
C -4.73 -2.31 2.73
C -3.54 -2.26 3.46
C -2.44 -1.70 2.86
N -2.45 -1.20 1.61
H -4.44 -0.77 -0.88
H -3.88 0.18 -3.42
H -3.74 -0.87 -5.64
H -1.82 -2.32 -6.19
H -0.05 -2.74 -4.51
H -0.23 -1.73 -2.26
H -4.42 1.76 -0.19
H -4.88 4.13 -0.67
H -3.36 5.42 -2.12
H -1.36 4.33 -3.09
H -0.91 1.95 -2.63
H -5.66 -1.81 0.86
H -5.63 -2.74 3.15
H -3.48 -2.64 4.47
H -1.50 -1.63 3.38
C 3.03 -2.34 0.11
N 2.38 -3.05 1.19
C 3.11 -3.36 2.42
C 2.06 -4.10 3.27
N 0.84 -3.80 2.54
C 1.07 -3.25 1.34
S -0.17 -2.88 0.22
H 3.44 -1.40 0.48
H 2.31 -2.14 -0.67
H 3.85 -2.95 -0.28
H 3.46 -2.44 2.88
H 3.98 -3.98 2.19
H 2.02 -3.71 4.29
H 2.25 -5.17 3.31
H -0.08 -4.15 2.77
O 5.09 0.75 0.85
S 4.10 1.67 0.36
O 4.19 3.04 0.77
N 2.62 1.06 0.65
C 2.04 0.68 -0.46
O 0.93 0.07 -0.56
C 2.81 0.98 -1.71
C 2.45 0.73 -3.03
C 3.34 1.10 -4.02
C 4.56 1.70 -3.71
C 4.92 1.93 -2.38
C 4.02 1.56 -1.41
H 1.50 0.27 -3.26
H 3.09 0.93 -5.06
H 5.24 1.98 -4.50
H 5.87 2.39 -2.13
```

Results
HOMO-LUMO gap (spin up / spin down), eV: 7.27 / 6.65
E_HOMO (spin up / spin down), eV: -7.0 / -6.4
2S+1: 2
Relative energy (zero: lowest compared OMol25 entry of this formula, charge and spin), eV: 0.000

***

Question: What is the 2S+1 in the second record?
Answer: 1